Record 1
C22H28As2N2O2Pd | ωB97M-V/def2-TZVPD

As for the total charge: +2. For the HOMO energy, the calculation gives -14.885 eV. The calculation puts the HOMO-LUMO gap at 8.840 eV. Its LUMO energy is -0.22212 Eh.

Atoms and positions in Å:
Pd 0.146 0.006 -0.090
C -2.172 -2.248 -1.405
As -0.454 -1.478 -1.860
C -0.650 -0.902 -3.696
C 0.799 -2.934 -1.880
C 0.540 -4.135 -2.525
C 1.487 -5.150 -2.486
C 2.688 -4.960 -1.819
C 2.957 -3.753 -1.187
C 2.008 -2.741 -1.218
As 2.274 -1.006 -0.423
C 3.586 -1.232 0.979
C 3.228 0.051 -1.735
H -2.523 -2.889 -2.212
H -2.890 -1.447 -1.240
H -2.058 -2.834 -0.495
H -0.729 -1.780 -4.336
H 0.211 -0.310 -3.996
H -1.557 -0.308 -3.794
H -0.396 -4.295 -3.047
H 1.283 -6.093 -2.975
H 3.422 -5.754 -1.793
H 3.902 -3.614 -0.677
H 4.525 -1.556 0.531
H 3.258 -1.987 1.692
H 3.747 -0.275 1.469
H 4.059 -0.531 -2.130
H 3.604 0.957 -1.262
H 2.552 0.319 -2.545
O -0.880 3.672 5.656
C 0.203 2.776 5.641
C 0.266 2.121 4.293
C 1.204 1.134 4.017
C 1.238 0.571 2.760
N 0.408 0.931 1.775
C -0.541 1.856 2.049
C -0.624 2.468 3.285
C -1.517 2.126 0.969
C -2.406 3.184 1.014
C -3.313 3.373 -0.021
C -4.296 4.507 0.012
O -4.022 5.307 1.134
C -3.286 2.479 -1.085
C -2.371 1.450 -1.069
N -1.502 1.262 -0.069
H -0.933 4.105 6.514
H 0.101 1.995 6.403
H 1.158 3.286 5.817
H 1.902 0.797 4.772
H 1.945 -0.207 2.534
H -1.388 3.200 3.498
H -2.405 3.883 1.835
H -5.305 4.079 0.053
H -4.214 5.069 -0.925
H -4.642 6.042 1.170
H -3.962 2.580 -1.924
H -2.325 0.747 -1.888

Record 2
CH3N2S3 | ωB97M-V/def2-TZVPD

As for the total charge: +1. For the HOMO energy, the calculation gives -13.657 eV. As for the relative energy (zero: lowest compared OMol25 entry of this formula, charge and spin): 7.4 kcal/mol. The calculation puts the HOMO-LUMO gap at 7.742 eV. Its LUMO energy is -0.21737 Eh.

Atoms and positions in Å:
C 0.049 0.350 0.088
N -0.154 -0.562 0.923
N 0.241 1.600 0.033
S -0.331 -0.583 -2.090
S -0.768 -2.213 0.379
S 0.423 -2.140 -1.255
H -0.017 -0.764 1.862
H 0.326 2.098 0.915
H 0.231 2.214 -0.854

Question: The highest total charge belongs to which entry?
Answer: C22H28As2N2O2Pd